No. 1
ORCA calculation (wB97M-V/def2-TZVPD) on a cluster of 2 separate species, H2N3O2 in total.

XYZ file:
```
7
Properties=species:S:1:pos:R:3:forces:R:3
N -1.0082 1.2573 -0.2603 0.360 0.715 0.238
N 2.0411 0.5550 -0.0681 0.151 -3.577 -0.082
N -0.4726 0.4345 0.4496 0.044 -0.980 1.099
O -0.8855 -1.0429 0.2091 -0.702 1.642 -1.408
O 2.2504 -0.7063 -0.1073 -0.248 3.211 0.090
H -1.4936 1.0290 -1.1105 -0.423 -1.066 -0.466
H -0.4317 -1.5266 0.8877 0.817 0.055 0.530
```
Forces are in eV/Å.

The total energy is -315.76222 Eh. As for the total charge: -1.

No. 2
ORCA calculation (wB97M-V/def2-TZVPD) on a cluster of 3 separate species, H2N3O2S in total.

XYZ file:
```
8
Properties=species:S:1:pos:R:3:forces:R:3
N 0.9810 3.2239 0.5147 -0.241 -0.474 -3.513
N -0.4811 -2.6088 -0.5898 -2.768 -0.972 1.563
N -0.8240 -1.4006 0.8910 0.697 -0.819 -0.619
O -1.9946 -1.1528 0.8948 -0.889 0.358 0.201
O 0.2983 3.1012 -0.4838 -0.265 0.306 2.356
S 2.5796 3.1972 0.4748 0.486 0.126 1.161
H 0.4422 -2.3571 -0.5053 2.684 0.973 -0.538
H -1.0015 -2.0030 -1.1964 0.296 0.502 -0.611
```
Forces are in eV/Å.

The total energy is -713.91079 Eh. The expectation value of S² is 2.029. Its spin multiplicity is 3. As for the total charge: -1.